Computed, not measured: C39H39GeN3O8STi as an isolated structure, with ωB97M-V/def2-TZVPD.

multiplicity	1
ΔE to the lowest compared entry with this formula, charge and spin	0.6	kcal per mole
gap between HOMO and LUMO (spin up / spin down)	5.802 / 5.802	eV
E_LUMO (spin up / spin down)	-0.272 / -0.273	eV
E_HOMO (spin up / spin down)	-0.2232 / -0.2232	Eh

CARTESIAN COORDINATES (ANGSTROEM)
Ti -0.00345 -0.40467 -0.25253
O -2.06889 2.74373 -2.25522
C -1.40686 1.92368 -1.45002
O -1.36609 0.71148 -1.65646
C -0.73892 2.46680 -0.28322
C -0.85576 3.73700 0.17061
C -0.26717 4.07808 1.43350
C 0.32920 3.09537 2.15469
C 0.43402 1.77108 1.65050
N -0.05185 1.46386 0.36673
C 0.94194 0.63468 2.23743
O 1.45251 0.51297 3.49142
O 0.91134 -0.44388 1.53471
H -2.45686 2.21047 -2.96305
H -1.41487 4.45988 -0.40568
H -0.34258 5.08448 1.81779
H 0.73198 3.32935 3.13459
H 1.45136 1.37625 3.91857
C -2.19442 -3.22669 -2.76273
C -1.94875 -2.21216 -1.68431
O -0.76072 -1.90250 -1.47634
C -3.05149 -1.66388 -0.92790
C -4.37346 -1.84618 -1.37302
C -5.44444 -1.35133 -0.67171
C -5.20832 -0.66985 0.53010
C -3.93167 -0.49894 1.00542
C -2.81511 -0.97966 0.29128
O -1.62246 -0.79538 0.79240
H -1.23591 -3.59204 -3.11952
H -2.73680 -2.77011 -3.59301
H -2.78879 -4.05471 -2.37768
H -4.55114 -2.38067 -2.29643
H -6.45212 -1.48742 -1.03819
H -6.04277 -0.27459 1.09619
H -3.74058 0.02156 1.93529
C -3.08727 -4.02472 4.21517
N -2.88542 -3.95115 2.77460
C -1.68167 -3.76970 2.17187
S -1.35037 -4.48357 0.68484
N -0.76067 -3.00522 2.77810
C -1.01754 -1.93024 3.72187
H -3.96137 -4.64509 4.39916
H -3.27064 -3.04677 4.65808
H -2.23088 -4.48503 4.71216
H -3.46523 -4.56166 2.22324
H 0.08384 -2.90419 2.23431
H -1.13032 -2.29166 4.74402
H -1.90766 -1.36690 3.43541
H -0.16209 -1.25993 3.68805
O 1.76252 -1.36588 -0.78981
C 1.88674 -0.67126 -1.84684
O 1.19529 0.37536 -1.95102
C 2.79648 -1.14942 -2.93504
C 3.55282 -2.42746 -2.57657
Ge 4.60588 -2.25928 -0.90634
C 6.27084 -3.25334 -1.20107
C 7.50380 -2.78896 -0.74667
C 8.65903 -3.54056 -0.91845
C 8.59774 -4.77479 -1.54819
C 7.37771 -5.25412 -2.00439
C 6.22755 -4.49697 -1.83180
C 5.01064 -0.35451 -0.71033
C 4.25684 0.44386 0.15193
C 4.46375 1.81537 0.21318
C 5.43167 2.40968 -0.58397
C 6.19159 1.62926 -1.44408
C 5.97886 0.25840 -1.50649
C 3.86024 -2.90083 0.77551
C 4.47219 -2.48091 1.95531
C 4.01282 -2.91354 3.19181
C 2.93684 -3.78581 3.26129
C 2.32114 -4.21632 2.09395
C 2.77711 -3.77105 0.86067
H 3.50376 -0.33776 -3.12914
H 2.18856 -1.24404 -3.83875
H 4.28888 -2.62720 -3.35926
H 2.88655 -3.29078 -2.53426
H 7.56802 -1.82802 -0.24832
H 9.60758 -3.16220 -0.55813
H 9.49697 -5.36244 -1.68225
H 7.32220 -6.21850 -2.49370
H 5.28205 -4.88864 -2.19322
H 3.48931 -0.00854 0.76992
H 3.86124 2.42112 0.87938
H 5.59286 3.47934 -0.53730
H 6.94758 2.08833 -2.06901
H 6.57737 -0.33904 -2.18653
H 5.31362 -1.79684 1.91587
H 4.49326 -2.56586 4.09802
H 2.57336 -4.12553 4.22341
H 1.46983 -4.88310 2.13490
H 2.25188 -4.08367 -0.03485

Atomic partial charges in e from the Mulliken method, atoms 1 to 4: atom 1 (Ti): -1.365, atom 2 (O): -0.548, atom 3 (C): 0.467, atom 4 (O): -0.356